{"formula": "C6H10", "method": "the ωB97M-V functional and the def2-TZVPD basis", "symbols": ["C", "C", "C", "C", "C", "C", "H", "H", "H", "H", "H", "H", "H", "H", "H", "H"], "coordinates": [[-1.526, -0.414, 0.515], [-0.125, -0.042, 0.038], [0.139, 1.245, -0.772], [1.546, 1.247, -0.179], [0.942, 0.506, 1.011], [0.586, -1.159, -0.743], [-2.176, -0.662, -0.334], [-2.002, 0.404, 1.070], [-1.499, -1.291, 1.175], [0.012, 1.235, -1.862], [-0.381, 2.120, -0.358], [1.580, -0.791, -1.039], [1.563, -0.193, 1.584], [0.543, 1.271, 1.691], [0.054, -1.422, -1.663], [0.743, -2.054, -0.133]], "fmax_ha_per_bohr": 0.0084, "e_homo_ev": -8.3, "e_above_lowest_ev": 4.043}

***

{"formula": "C6H10", "method": "the ωB97M-V functional and the def2-TZVPD basis", "symbols": ["C", "C", "C", "H", "H", "H", "H", "C", "C", "C", "H", "H", "H", "H", "H", "H"], "coordinates": [[1.890, -0.769, -1.392], [1.483, 0.411, -0.978], [2.594, -0.127, -0.190], [1.680, -1.700, -1.857], [0.640, 1.152, -1.044], [3.628, 0.257, -0.368], [2.322, -0.547, 0.796], [-0.726, -0.735, 1.101], [-0.948, 0.500, 0.865], [-1.896, 0.914, -0.260], [-1.200, -1.578, 0.523], [-0.054, -1.088, 1.869], [-0.436, 1.164, 1.495], [-3.023, 0.865, -0.002], [-1.616, 0.232, -1.078], [-1.665, 1.903, -0.741]], "fmax_ha_per_bohr": 0.0877, "smiles": "C1=CC1.C=CC", "e_homo_ev": -9.1, "e_above_lowest_ev": 4.041}

***

{"formula": "C6H10", "method": "the ωB97M-V functional and the def2-TZVPD basis", "symbols": ["C", "C", "C", "H", "H", "H", "H", "C", "C", "C", "H", "H", "H", "H", "H", "H"], "coordinates": [[-0.463, 1.304, 1.458], [0.383, 1.879, 2.099], [1.482, 2.550, 2.787], [-1.325, 0.881, 0.952], [1.933, 1.894, 3.518], [2.266, 2.867, 2.068], [1.105, 3.464, 3.262], [-1.203, -1.933, -3.010], [-0.297, -1.429, -2.187], [-0.292, -1.584, -0.698], [-2.010, -2.584, -2.663], [-1.188, -1.705, -4.088], [0.484, -0.764, -2.603], [-0.661, -2.559, -0.359], [0.708, -1.464, -0.282], [-0.922, -0.817, -0.254]], "fmax_ha_per_bohr": 0.0180, "smiles": "C#CC.C=CC", "e_homo_ev": -9.6, "e_above_lowest_ev": 2.543}

***

{"formula": "C6H10", "method": "the ωB97M-V functional and the def2-TZVPD basis", "symbols": ["C", "C", "C", "C", "C", "C", "H", "H", "H", "H", "H", "H", "H", "H", "H", "H"], "coordinates": [[1.898, -0.414, 0.382], [0.747, 0.087, -0.517], [-0.435, -0.936, -0.578], [-1.704, -0.199, 0.066], [-1.243, 1.179, 0.217], [0.059, 1.361, -0.039], [1.541, -0.622, 1.397], [2.722, 0.306, 0.453], [2.324, -1.348, -0.016], [1.190, 0.270, -1.511], [-0.554, -1.280, -1.629], [-0.224, -1.830, -0.001], [-2.301, -0.056, 1.264], [-2.645, -0.450, -0.407], [-1.988, 1.642, 0.868], [0.613, 2.291, 0.051]], "fmax_ha_per_bohr": 0.0786, "e_homo_ev": -8.5, "e_above_lowest_ev": 2.255}

***

{"formula": "C6H10", "method": "the ωB97M-V functional and the def2-TZVPD basis", "symbols": ["C", "C", "C", "C", "C", "C", "H", "H", "H", "H", "H", "H", "H", "H", "H", "H"], "coordinates": [[-1.554, -0.966, -1.059], [-0.407, -0.467, -0.486], [0.251, -1.068, 0.730], [0.379, 0.290, 1.346], [1.087, 1.186, 0.370], [0.387, 0.747, -0.929], [-1.963, -1.940, -0.792], [-2.053, -0.369, -1.819], [-1.264, 0.313, 0.637], [-0.418, -1.743, 1.278], [1.183, -1.592, 0.480], [0.437, 0.377, 2.425], [0.958, 2.256, 0.561], [2.171, 0.988, 0.319], [1.064, 0.447, -1.739], [-0.259, 1.541, -1.322]], "fmax_ha_per_bohr": 0.0667, "e_homo_ev": -7.5, "e_above_lowest_ev": 4.044}

***

{"formula": "C6H10", "method": "the ωB97M-V functional and the def2-TZVPD basis", "symbols": ["C", "C", "C", "C", "C", "C", "H", "H", "H", "H", "H", "H", "H", "H", "H", "H"], "coordinates": [[1.176, 0.592, 0.616], [0.510, -0.382, 1.238], [-0.754, -0.727, 0.519], [-1.755, 0.400, 0.446], [-0.785, 0.197, -0.681], [0.505, 1.011, -0.674], [2.092, 1.053, 0.975], [0.807, -0.848, 2.174], [-1.101, -1.756, 0.472], [-1.603, 1.239, 1.121], [-2.796, 0.150, 0.254], [-1.181, -0.152, -1.631], [0.315, 2.092, -0.711], [1.134, 0.768, -1.542], [1.373, -1.861, -1.130], [2.066, -1.829, -1.396]], "fmax_ha_per_bohr": 0.0041, "smiles": "C1=C[C@H]2C[C@H]2C1.[H][H]", "e_homo_ev": -8.9, "e_above_lowest_ev": 1.882}

***

{"formula": "C6H10", "method": "the ωB97M-V functional and the def2-TZVPD basis", "symbols": ["C", "C", "C", "C", "C", "C", "H", "H", "H", "H", "H", "H", "H", "H", "H", "H"], "coordinates": [[-1.520, -1.043, 0.890], [-0.588, -0.778, -0.030], [-0.647, 0.337, -1.052], [0.681, 0.820, -0.468], [1.750, -0.133, -0.801], [0.842, -0.670, 0.254], [-1.258, -1.462, 1.860], [-2.556, -0.750, 0.746], [-0.552, 0.054, -2.103], [-1.513, 0.987, -0.910], [0.873, 1.869, -0.234], [2.697, 0.150, -0.341], [1.840, -0.527, -1.806], [1.250, -1.125, 1.160], [-0.951, 0.935, 1.518], [-0.349, 1.335, 1.317]], "fmax_ha_per_bohr": 0.0145, "smiles": "C=C1C[C@@H]2C[C@H]12.[H][H]", "e_homo_ev": -8.4, "e_above_lowest_ev": 3.965}

***

{"formula": "C6H10", "method": "the ωB97M-V functional and the def2-TZVPD basis", "symbols": ["C", "C", "C", "C", "C", "C", "H", "H", "H", "H", "H", "H", "H", "H", "H", "H"], "coordinates": [[1.866, -0.409, 0.339], [0.696, 0.086, -0.522], [0.072, 1.336, 0.042], [-1.205, 1.187, 0.377], [-1.736, -0.176, 0.036], [-0.473, -0.933, -0.496], [1.507, -0.615, 1.356], [2.671, 0.329, 0.418], [2.290, -1.335, -0.068], [1.057, 0.274, -1.543], [0.638, 2.254, 0.160], [-1.826, 1.956, 0.824], [-2.122, -0.719, 0.905], [-2.597, -0.085, -0.642], [-0.595, -1.463, -1.451], [-0.242, -1.688, 0.262]], "fmax_ha_per_bohr": 0.0085, "smiles": "C[C@@H]1C=CCC1", "e_homo_ev": -9.1, "e_above_lowest_ev": 0.202}

***

{"formula": "C6H10", "method": "the ωB97M-V functional and the def2-TZVPD basis", "symbols": ["C", "C", "C", "C", "C", "C", "H", "H", "H", "H", "H", "H", "H", "H", "H", "H"], "coordinates": [[-1.952, 0.753, 1.389], [-1.599, 0.894, 0.116], [-0.285, 1.476, -0.325], [0.737, 0.408, -0.627], [0.633, -0.867, -0.270], [1.726, -1.875, -0.443], [-2.869, 0.252, 1.689], [-1.321, 1.133, 2.189], [-2.245, 0.492, -0.666], [0.124, 2.118, 0.469], [-0.418, 2.120, -1.204], [1.655, 0.741, -1.116], [-0.266, -1.204, 0.241], [1.721, -2.596, 0.379], [1.653, -2.458, -1.369], [2.704, -1.387, -0.453]], "fmax_ha_per_bohr": 0.0074, "smiles": "C=CC/C=C/C", "e_homo_ev": -9.2, "e_above_lowest_ev": 0.987}

***

{"formula": "C6H10", "method": "the ωB97M-V functional and the def2-TZVPD basis", "symbols": ["C", "C", "C", "C", "C", "C", "H", "H", "H", "H", "H", "H", "H", "H", "H", "H"], "coordinates": [[1.884, -0.314, 0.321], [0.528, 0.155, -0.122], [-0.416, -0.769, -0.946], [-1.590, -0.410, 0.002], [-0.616, 0.425, 0.781], [0.115, 1.583, -0.200], [2.338, 0.426, 0.986], [2.551, -0.461, -0.535], [1.797, -1.270, 0.853], [-0.539, -0.528, -2.005], [-0.136, -1.821, -0.849], [-1.966, -1.249, 0.590], [-2.435, 0.134, -0.430], [-0.471, 0.444, 1.864], [-0.507, 1.873, 0.741], [-0.537, 1.783, -1.052]], "fmax_ha_per_bohr": 0.0342, "smiles": "C[C@@]12CC[C@@H]1C2", "e_homo_ev": -8.4, "e_above_lowest_ev": 3.733}

***

{"formula": "C6H10", "method": "the ωB97M-V functional and the def2-TZVPD basis", "symbols": ["C", "C", "C", "C", "C", "C", "H", "H", "H", "H", "H", "H", "H", "H", "H", "H"], "coordinates": [[0.953, -1.935, 0.641], [-0.273, -1.998, 0.115], [-1.077, -0.977, -0.582], [-0.802, 0.292, -0.913], [0.409, 1.120, -0.591], [0.143, 1.973, 0.656], [1.565, -1.042, 0.634], [1.393, -2.812, 1.108], [-0.783, -2.956, 0.202], [-2.062, -1.340, -0.874], [-1.592, 0.837, -1.432], [0.632, 1.779, -1.439], [1.295, 0.498, -0.443], [-0.032, 1.331, 1.526], [-0.752, 2.591, 0.515], [0.984, 2.640, 0.875]], "fmax_ha_per_bohr": 0.0037, "smiles": "C=C/C=C\\CC", "e_homo_ev": -8.7, "e_above_lowest_ev": 1.017}

***

{"formula": "C6H10", "method": "the ωB97M-V functional and the def2-TZVPD basis", "symbols": ["C", "C", "C", "C", "C", "C", "H", "H", "H", "H", "H", "H", "H", "H", "H", "H"], "coordinates": [[1.822, -0.350, 0.552], [0.837, 0.151, -0.536], [-0.140, -0.907, -0.934], [-1.898, -0.305, 0.366], [-1.276, 0.981, 0.517], [-0.095, 1.264, -0.073], [2.246, 0.458, 1.161], [2.640, -0.912, 0.087], [1.255, -1.015, 1.203], [1.393, 0.563, -1.399], [-0.493, -0.857, -1.979], [-0.082, -1.893, -0.505], [-2.561, -0.628, 1.207], [-2.277, -0.625, -0.583], [-1.698, 1.734, 1.189], [0.219, 2.290, -0.218]], "fmax_ha_per_bohr": 0.0247, "e_homo_ev": -7.9, "e_above_lowest_ev": 3.389}

***

> Which formula does entry 11 have?

C6H10